{
  "formula": "C4H5NS2",
  "method": "ωB97M-V/def2-TZVPD",
  "elements": ["C", "C", "C", "C", "H", "H", "H", "H", "H", "N", "S", "S"],
  "coordinates": [[0.444, -0.233, 0.017], [-0.753, -0.862, 0.015], [-1.898, 0.000, 0.013], [0.369, 1.262, 0.024], [2.470, -0.256, -0.174], [1.752, -1.760, -0.086], [-0.897, -1.940, 0.025], [0.856, 1.667, 0.899], [0.856, 1.690, -0.832], [1.675, -0.817, 0.063], [-3.485, -0.440, 0.019], [-1.388, 1.687, 0.017]],
  "forces_ev_per_angstrom": [[-0.1, -0.1, 0.0], [0.0, -0.4, 0.0], [-0.5, 0.1, 0.1], [-0.3, -0.2, 0.2], [0.1, 0.0, 0.0], [0.2, -2.5, -0.4], [0.1, 0.3, 0.0], [0.1, 0.1, 0.4], [0.3, 0.2, -0.6], [-0.4, 2.6, 0.4], [0.5, 0.2, 0.0], [-0.1, -0.2, 0.0]],
  "lowdin_charge": [-0.38, -0.16, -1.15, -0.40, 0.11, 0.07, 0.12, 0.09, 0.08, 0.15, 0.58, 0.91],
  "smiles": "NC1=CC(=S)SC1",
  "de_lowest_ev": 0.229,
  "spin_multiplicity": 1,
  "orbital_gap_ev": 8.291,
  "lumo_energy_ev": 0.1
}

=====

{
  "formula": "C5H11N3",
  "method": "ωB97M-V/def2-TZVPD",
  "elements": ["C", "C", "C", "N", "C", "C", "N", "N", "H", "H", "H", "H", "H", "H", "H", "H", "H", "H", "H"],
  "coordinates": [[1.273, 1.035, 0.779], [1.183, -1.023, -1.419], [0.578, 2.086, 1.581], [0.013, -0.535, -0.704], [-0.100, -0.440, 0.568], [-2.521, -1.148, -1.365], [-1.417, -1.713, -1.215], [-0.736, -0.642, 1.604], [-1.504, -1.303, 1.536], [1.995, 0.420, 1.308], [1.665, 1.378, -0.173], [1.630, -0.202, -1.979], [0.834, -1.773, -2.127], [1.929, -1.472, -0.762], [-2.710, -0.091, -1.122], [-3.332, -1.676, -1.886], [0.151, 1.669, 2.492], [1.283, 2.872, 1.882], [-0.216, 2.558, 1.002]],
  "forces_ev_per_angstrom": [[-1.5, -2.5, 0.3], [-0.1, 0.0, 0.1], [0.1, 0.2, 0.2], [-3.6, -2.3, -3.0], [3.6, 4.1, 1.8], [0.3, 1.1, -0.2], [1.9, 0.3, 0.0], [-0.7, -0.4, 0.6], [0.0, -0.2, -0.2], [0.2, 0.3, 0.2], [-0.2, -0.2, -0.2], [0.0, 0.0, 0.0], [0.0, 0.0, 0.0], [-0.1, 0.0, 0.0], [0.1, -0.2, 0.0], [0.1, -0.2, 0.5], [-0.1, -0.1, -0.1], [-0.1, 0.0, -0.1], [0.0, 0.0, 0.0]],
  "lowdin_charge": [-0.11, -0.09, -0.17, -0.03, -0.43, -0.14, 0.06, 0.14, 0.05, 0.07, 0.06, 0.08, 0.07, 0.09, 0.07, 0.07, 0.06, 0.07, 0.07],
  "de_lowest_ev": 5.459,
  "spin_multiplicity": 1,
  "orbital_gap_ev": [8.198, 8.198],
  "lumo_energy_ev": [0.4, 0.4]
}

=====

{
  "formula": "C20H40O9SSi",
  "method": "ωB97M-V/def2-TZVPD",
  "elements": ["C", "C", "C", "Si", "C", "O", "O", "O", "C", "C", "C", "S", "C", "O", "O", "H", "H", "H", "H", "H", "H", "H", "H", "H", "H", "H", "H", "H", "H", "H", "H", "C", "C", "O", "C", "H", "H", "H", "H", "H", "H", "C", "C", "O", "C", "H", "H", "H", "H", "H", "H", "C", "C", "O", "C", "H", "H", "H", "H", "H", "H", "C", "C", "O", "C", "H", "H", "H", "H", "H", "H"],
  "coordinates": [[9.310, -0.802, 1.393], [8.114, -0.832, 1.274], [6.662, -0.902, 1.114], [6.311, -1.156, -0.718], [7.497, -0.139, -1.787], [6.781, 0.610, -2.766], [7.387, 1.886, -2.902], [4.794, -0.587, -1.025], [3.717, -1.352, -0.459], [2.398, -0.562, -0.588], [1.272, -1.460, -1.111], [6.280, -3.312, -1.220], [7.912, -3.933, -1.605], [5.474, -3.498, -2.404], [5.829, -4.004, -0.026], [10.349, -0.988, 1.526], [6.317, -1.742, 1.723], [6.158, -0.007, 1.480], [8.312, -0.718, -2.233], [7.979, 0.573, -1.109], [6.958, 2.440, -2.232], [3.886, -1.591, 0.598], [3.577, -2.297, -0.984], [2.102, -0.120, 0.361], [2.600, 0.194, -1.349], [1.039, -2.238, -0.387], [0.365, -0.886, -1.273], [1.544, -1.934, -2.056], [8.429, -4.271, -0.710], [8.500, -3.231, -2.194], [7.722, -4.806, -2.232], [-3.272, -3.129, 0.926], [-2.550, -2.526, -0.256], [-1.382, -2.210, -0.182], [-3.352, -2.336, -1.514], [-2.584, -3.214, 1.766], [-4.113, -2.493, 1.213], [-3.643, -4.123, 0.672], [-4.191, -1.670, -1.324], [-3.724, -3.300, -1.867], [-2.727, -1.893, -2.285], [-4.689, 1.287, -0.322], [-4.383, 1.303, -1.800], [-4.474, 0.296, -2.468], [-3.954, 2.615, -2.408], [-4.977, 0.280, -0.025], [-3.804, 1.583, 0.245], [-5.509, 1.966, -0.102], [-3.038, 2.965, -1.927], [-4.741, 3.355, -2.283], [-3.762, 2.472, -3.470], [-6.631, 4.861, 1.259], [-6.325, 4.877, -0.218], [-6.414, 3.875, -0.892], [-5.902, 6.195, -0.817], [-6.920, 3.856, 1.560], [-5.748, 5.162, 1.826], [-7.449, 5.548, 1.478], [-4.990, 6.550, -0.334], [-6.691, 6.937, -0.683], [-5.713, 6.068, -1.881], [-2.846, -0.022, 3.158], [-4.259, -0.131, 3.680], [-5.202, 0.295, 3.054], [-4.439, -0.799, 5.022], [-2.855, 0.472, 2.189], [-2.235, 0.561, 3.848], [-2.410, -1.015, 3.043], [-3.891, -0.250, 5.789], [-4.068, -1.824, 4.982], [-5.495, -0.813, 5.280]],
  "forces_ev_per_angstrom": [[-0.1, -0.5, -0.1], [0.0, 0.2, 0.3], [0.6, -0.5, 0.0], [-0.8, 1.4, -0.2], [0.3, 0.2, 0.2], [-0.4, -0.2, 0.2], [0.6, 0.2, -0.2], [0.6, -0.8, 0.2], [-1.2, 0.3, 0.3], [0.3, -0.6, -0.8], [0.3, 0.2, 0.2], [-0.1, -1.0, 0.2], [0.1, -0.3, -0.2], [0.1, 0.4, -0.4], [0.2, 0.1, 0.3], [0.0, 0.3, 0.0], [-0.2, 0.0, -0.2], [0.0, 0.1, -0.2], [0.0, 0.0, -0.1], [0.0, -0.1, 0.1], [-0.3, -0.3, 0.0], [0.3, 0.0, -0.1], [0.4, 0.0, -0.2], [0.1, 0.3, -0.1], [-0.1, 0.3, 0.3], [-0.1, -0.1, -0.1], [-0.1, 0.0, 0.0], [0.1, 0.0, 0.0], [0.0, 0.3, 0.1], [-0.1, 0.1, 0.1], [-0.1, 0.0, 0.0], [0.2, 0.1, 0.1], [0.0, 0.0, -0.1], [-0.4, 0.0, 0.1], [0.3, -0.1, 0.1], [0.0, 0.0, 0.0], [-0.1, -0.1, -0.1], [-0.1, 0.1, 0.0], [-0.1, -0.1, -0.1], [-0.1, 0.0, 0.1], [0.0, 0.0, 0.0], [0.1, -0.3, -0.1], [0.0, 0.0, 0.0], [-0.1, 0.2, -0.1], [0.1, -0.2, -0.3], [0.0, 0.0, 0.0], [-0.1, 0.1, 0.0], [0.1, 0.1, 0.0], [-0.1, 0.1, 0.1], [0.0, 0.0, 0.1], [0.0, 0.0, 0.0], [0.0, -0.3, -0.1], [0.0, 0.0, 0.0], [-0.2, 0.2, 0.0], [0.0, -0.2, -0.2], [0.0, 0.0, 0.0], [-0.1, 0.1, 0.0], [0.1, 0.1, 0.0], [-0.1, 0.1, 0.1], [0.1, 0.1, 0.1], [0.0, 0.0, 0.0], [-0.1, 0.1, -0.2], [0.0, 0.0, 0.0], [0.0, 0.0, 0.0], [-0.2, 0.0, -0.1], [0.0, 0.0, 0.0], [0.1, -0.1, 0.1], [0.1, 0.0, 0.1], [0.1, -0.1, 0.0], [0.1, 0.0, 0.1], [0.0, 0.0, 0.0]],
  "lowdin_charge": [0.11, -0.23, -0.22, 0.57, -0.22, -0.19, -0.03, -0.20, -0.26, -0.21, -0.12, 0.53, -0.16, -0.35, -0.37, 0.03, 0.09, 0.10, 0.09, 0.09, 0.10, 0.12, 0.10, 0.10, 0.11, 0.06, 0.06, 0.08, 0.07, 0.06, 0.07, -0.02, -0.48, 0.05, -0.02, 0.07, 0.08, 0.08, 0.06, 0.09, 0.09, -0.01, -0.47, 0.05, -0.02, 0.07, 0.08, 0.06, 0.09, 0.05, 0.08, -0.02, -0.49, 0.05, -0.02, 0.08, 0.09, 0.09, 0.09, 0.09, 0.08, -0.01, -0.51, 0.06, -0.02, 0.07, 0.09, 0.08, 0.08, 0.08, 0.08],
  "smiles": "C#CC[Si@](COO)(OCCC)S(C)(=O)=O.CC(C)=O.CC(C)=O.CC(C)=O.CC(C)=O",
  "spin_multiplicity": 1,
  "orbital_gap_ev": 9.780,
  "lumo_energy_ev": 0.6
}